[1]
The following is a quantum chemistry calculation of a cluster of 2 separate species, C4H8NO3 in total, from the Open Molecules 2025 dataset.

Geometry (Å):
C (0.448, 1.097, 0.821)
C (1.769, 1.714, 0.832)
O (2.610, 1.560, 1.705)
N (2.116, 2.553, -0.233)
H (0.473, -0.018, 0.812)
H (-0.228, 1.358, 0.010)
H (3.096, 2.750, -0.314)
H (1.521, 2.803, -1.008)
H (-0.011, 1.222, 1.804)
C (-2.338, -2.253, -0.614)
C (-0.819, -1.891, -0.595)
O (-0.260, -1.998, -1.703)
O (-0.259, -1.672, 0.513)
H (-2.993, -1.376, -0.665)
H (-2.603, -2.994, 0.139)
H (-2.523, -2.854, -1.504)

Calculated values
net charge	-1


[2]
The following is a quantum chemistry calculation of the molecule C4H9NO, from the Open Molecules 2025 dataset.

Geometry (Å):
C (-1.398, -0.947, -0.286)
N (-0.262, -0.178, 0.277)
C (-0.600, 1.274, 0.311)
C (0.979, -0.469, -0.485)
C (2.182, 0.036, 0.008)
O (3.326, -0.156, -0.410)
H (-1.503, -0.654, -1.331)
H (-2.311, -0.723, 0.271)
H (-1.161, -2.010, -0.226)
H (-0.161, -0.479, 1.252)
H (-1.526, 1.425, 0.877)
H (0.222, 1.806, 0.786)
H (-0.699, 1.609, -0.722)
H (0.877, -1.255, -1.221)
H (2.036, 0.721, 0.899)

Calculated values
net charge	0


[3]
The following is a quantum chemistry calculation of the molecule C7H9N, from the Open Molecules 2025 dataset.

Geometry (Å):
C (0.436, -0.593, -1.417)
C (1.225, -1.002, -0.406)
C (0.708, -0.524, 0.930)
C (-0.801, -0.931, 1.133)
C (-1.590, -0.575, 0.152)
C (-0.805, 0.235, -0.884)
C (-0.166, 1.514, -0.059)
N (0.774, 0.926, 0.846)
H (0.673, -0.669, -2.501)
H (2.338, -1.431, -0.426)
H (1.250, -0.807, 1.854)
H (-1.154, -1.403, 2.183)
H (-2.667, -0.602, 0.175)
H (-1.311, 0.654, -1.757)
H (-0.929, 2.136, 0.427)
H (0.330, 1.931, -0.896)
H (1.690, 1.141, 0.646)

Calculated values
net charge	0


no.,total energy (a.u.),orbital gap (eV)
1,-437.7664,7.94
2,-287.7122,7.54
3,-326.7847,9.49